{"formula": "C15H18Cl2CuN2OS6", "method": "ωB97M-V with the def2-TZVPD basis set", "symbols": ["Cu", "Cl", "C", "C", "C", "C", "C", "Cl", "C", "S", "H", "H", "H", "C", "S", "C", "C", "S", "S", "C", "S", "S", "H", "H", "H", "C", "N", "C", "C", "O", "N", "C", "C", "H", "H", "H", "H", "H", "H", "H", "H", "H", "H", "H", "H"], "xyz": [[0.41959, -0.26046, -0.71506], [2.95749, -1.39120, -0.83217], [3.44143, -0.44847, 0.55556], [4.77784, -0.09973, 0.62255], [5.23336, 0.64838, 1.69450], [4.35617, 1.02029, 2.69830], [3.02330, 0.65872, 2.61391], [1.98358, 1.15261, 3.90821], [2.50511, -0.06291, 1.52552], [0.78326, -0.37242, 1.41633], [5.44689, -0.40669, -0.16873], [6.27218, 0.94363, 1.74685], [4.68810, 1.61033, 3.54014], [-2.01595, 3.82977, -0.59388], [-1.44633, 2.77946, 0.76600], [0.26921, 3.15305, 0.73452], [1.15681, 2.71025, -0.17834], [0.81381, 1.73876, -1.58741], [2.81584, 3.16919, 0.11562], [2.57729, 4.03350, 1.59556], [3.79865, 4.66501, 2.49113], [0.91489, 4.07675, 2.06198], [-3.09764, 3.71033, -0.64605], [-1.56326, 3.51002, -1.53020], [-1.78224, 4.87250, -0.39191], [-2.39162, -3.25773, 0.53355], [-1.58270, -2.96582, -0.64273], [-0.25446, -3.56573, -0.64123], [-1.79566, -1.86781, -1.41119], [-0.84314, -1.23348, -1.92443], [-3.06698, -1.45462, -1.62685], [-4.19275, -2.36869, -1.72585], [-3.26126, -0.13983, -2.22120], [-1.74355, -3.25487, 1.41247], [-2.87498, -4.23384, 0.45913], [-3.14967, -2.49307, 0.67436], [-0.35786, -4.63447, -0.45342], [0.38085, -3.12446, 0.13204], [0.21575, -3.42156, -1.60968], [-3.85807, -3.39609, -1.62041], [-4.65271, -2.26092, -2.71049], [-4.95009, -2.15993, -0.96753], [-2.49132, 0.54306, -1.87098], [-4.23858, 0.23356, -1.91607], [-3.22056, -0.18438, -3.31242]], "forces_ev_per_a": [[-0.1, 0.0, -0.1], [0.0, 0.0, 0.0], [0.0, 0.0, 0.0], [0.0, 0.0, 0.0], [0.0, 0.0, 0.0], [0.0, 0.0, 0.0], [0.0, 0.0, 0.0], [0.0, 0.0, 0.0], [0.0, 0.0, 0.0], [0.1, 0.0, 0.1], [0.0, 0.0, 0.0], [0.0, 0.0, 0.0], [0.0, 0.0, 0.0], [0.0, 0.0, 0.0], [0.0, 0.0, 0.0], [0.0, 0.0, 0.0], [0.0, 0.0, 0.0], [0.0, 0.1, 0.0], [0.0, 0.0, 0.0], [0.0, -0.2, 0.1], [0.0, 0.1, 0.0], [0.0, 0.1, 0.0], [0.0, 0.0, 0.0], [0.0, 0.0, 0.0], [0.0, 0.0, 0.0], [0.0, 0.0, 0.0], [0.0, 0.0, 0.0], [0.0, 0.0, 0.0], [-0.1, 0.1, 0.1], [0.1, 0.0, -0.1], [0.0, 0.0, 0.0], [0.0, 0.0, 0.0], [0.0, 0.0, 0.0], [0.0, 0.0, 0.0], [0.0, 0.0, 0.0], [0.0, 0.0, 0.0], [0.0, 0.0, 0.0], [0.0, 0.0, 0.0], [0.0, 0.0, 0.0], [0.0, 0.0, 0.0], [0.0, 0.0, 0.0], [0.0, 0.0, 0.0], [0.0, 0.0, 0.0], [0.0, 0.0, 0.0], [0.0, 0.0, 0.0]], "s_squared": 0.7602, "spin_multiplicity": 2, "e_homo_ev": [-7.49, -7.39], "e_above_lowest_kj_mol": 41.8, "lumo_energy_ev": [0.2, -2.1], "max_force_ev_per_a": 0.2}

=====

{"formula": "C15H18Cl2FNO3", "method": "ωB97M-V with the def2-TZVPD basis set", "symbols": ["C", "C", "O", "C", "C", "C", "O", "C", "C", "C", "C", "C", "O", "H", "H", "H", "H", "H", "H", "H", "H", "H", "H", "H", "H", "H", "H", "H", "Cl", "C", "N", "F", "C", "Cl", "C", "C", "C", "H", "H", "H"], "xyz": [[4.09975, 1.71026, -1.15771], [3.21498, 0.53105, -1.50459], [1.86661, 0.90499, -1.61118], [1.10359, -0.18616, -1.93896], [-0.30561, 0.08695, -2.07318], [-1.22855, -0.95635, -2.35503], [-0.92928, -2.14470, -2.35971], [-2.65917, -0.63138, -2.66908], [-3.44691, -0.20826, -1.42877], [-2.89063, 1.05885, -0.74733], [-2.12446, 1.95706, -1.72329], [-0.65606, 1.53023, -1.85070], [1.59667, -1.29227, -2.12875], [5.15139, 1.43192, -1.07427], [4.01552, 2.48724, -1.91776], [3.78956, 2.15294, -0.21123], [3.49346, 0.07429, -2.46620], [3.26361, -0.26348, -0.74431], [-2.69191, 0.13498, -3.45046], [-3.10662, -1.52276, -3.12310], [-4.49532, -0.04896, -1.70933], [-3.46186, -1.03727, -0.71018], [-3.70319, 1.61422, -0.25866], [-2.20404, 0.78534, 0.06482], [-2.61819, 1.95805, -2.69983], [-2.17426, 3.00785, -1.40497], [-0.15566, 1.80926, -0.91455], [-0.15029, 2.12476, -2.61888], [-2.21850, -1.14383, 2.77758], [-0.66115, -1.36377, 3.45529], [0.45257, -1.05851, 2.66784], [0.27049, -0.50304, 1.48062], [1.74576, -1.17356, 3.18652], [3.06495, -0.76061, 2.17742], [1.92015, -1.57765, 4.48039], [0.80719, -1.88802, 5.27366], [-0.48601, -1.76917, 4.74856], [2.91506, -1.65135, 4.88485], [0.94551, -2.21291, 6.29215], [-1.34916, -1.96623, 5.36229]], "forces_ev_per_a": [[-0.4, 0.2, 0.0], [0.7, -0.5, -0.2], [0.4, 0.6, 0.3], [-2.6, -1.7, -0.8], [0.4, 0.5, 0.4], [1.0, 0.4, 0.1], [0.0, -1.5, 0.0], [-0.7, 0.3, -0.4], [-0.2, 0.1, 0.0], [-0.1, 0.1, 0.0], [0.0, 0.1, -0.1], [0.0, 0.5, 0.0], [1.0, 0.4, 0.4], [-0.1, -0.2, -0.1], [0.0, 0.0, 0.0], [0.0, 0.1, 0.1], [0.3, 0.0, 0.4], [0.4, 0.1, -0.2], [-0.1, 0.1, 0.2], [0.1, 0.0, 0.3], [0.1, 0.1, 0.0], [0.1, 0.0, -0.1], [0.0, -0.1, -0.2], [0.0, -0.1, -0.1], [0.0, -0.1, 0.1], [0.2, -0.2, 0.1], [-0.2, 0.3, 0.0], [-0.2, 0.4, 0.0], [0.9, -0.1, 0.1], [0.1, 0.9, -1.8], [0.3, -0.6, 2.6], [0.0, -0.2, -0.2], [-0.6, 0.7, -1.8], [-0.9, -0.1, 0.3], [-0.8, -0.5, 0.9], [-0.1, 0.3, -1.0], [1.0, -0.3, 0.7], [0.2, 0.0, -0.1], [0.0, 0.0, 0.1], [-0.1, -0.1, -0.1]], "e_homo_ev": -5.06, "lumo_energy_ev": -3.1, "max_force_ev_per_a": 3.2}

=====

{"formula": "C15H18Cl4N2O2", "method": "ωB97M-V with the def2-TZVPD basis set", "symbols": ["Cl", "C", "C", "Cl", "C", "O", "C", "O", "C", "Cl", "C", "Cl", "C", "C", "C", "N", "C", "C", "C", "C", "C", "N", "C", "H", "H", "H", "H", "H", "H", "H", "H", "H", "H", "H", "H", "H", "H", "H", "H", "H", "H"], "xyz": [[-1.75514, 2.44344, 2.74758], [-0.86887, 1.06125, 2.19684], [-1.52784, -0.15473, 2.11931], [-3.20910, -0.21776, 1.86681], [-0.83142, -1.44159, 2.16090], [-1.38628, -2.52541, 2.01312], [0.69812, -1.36722, 2.39547], [1.32493, -2.35795, 2.75596], [1.30551, -0.06094, 2.15660], [3.00099, -0.04532, 1.99818], [0.55941, 1.10454, 2.14927], [1.32464, 2.62925, 1.97793], [-3.04203, 5.85780, 2.07297], [-4.29876, 5.91294, 1.17504], [-3.87840, 5.32661, -0.18124], [-2.58805, 4.69241, 0.06007], [-1.81028, 4.47626, -1.12386], [-0.72323, 3.42758, -0.90106], [-0.01719, 3.03342, -2.20756], [0.24610, 1.53153, -2.05695], [-0.77627, 1.04829, -1.00899], [-1.14448, 2.21800, -0.27269], [-1.90528, 5.39593, 1.14564], [-2.81078, 6.82732, 2.52494], [-3.18192, 5.11222, 2.86101], [-5.11175, 5.31591, 1.59734], [-4.65084, 6.93854, 1.04812], [-4.59100, 4.58942, -0.57597], [-3.80425, 6.14000, -0.93044], [-2.47981, 4.13335, -1.93210], [-1.30825, 5.41086, -1.46434], [0.01163, 3.89376, -0.22620], [-0.68653, 3.21511, -3.05948], [0.89677, 3.62218, -2.35124], [0.15489, 0.98059, -2.99966], [1.25344, 1.38418, -1.65175], [-1.63388, 0.54248, -1.49701], [-0.33502, 0.30890, -0.32804], [-1.97868, 2.22806, 0.30586], [-1.34206, 6.27576, 0.77242], [-1.19002, 4.73257, 1.64569]], "forces_ev_per_a": [[0.3, -0.3, -0.2], [-2.0, -1.6, 1.3], [0.4, 1.7, -0.4], [-0.3, 0.0, 0.2], [-0.3, -1.7, -0.5], [0.9, 1.8, 0.4], [0.3, -1.9, 0.6], [-1.1, 1.7, -0.7], [-0.3, 1.9, 0.0], [0.2, 0.1, 0.0], [2.1, -1.3, -0.3], [-0.1, -0.2, 0.1], [0.2, -0.3, -0.2], [-0.1, -0.1, 0.0], [0.1, 0.3, -0.1], [-0.2, -0.1, 0.5], [0.1, -0.3, -0.4], [0.7, 1.2, 0.2], [-0.3, 0.0, 0.0], [0.3, -0.1, 0.4], [-0.4, -0.8, -0.6], [-0.4, -0.5, 0.4], [-0.1, 0.3, -0.2], [-0.1, -0.3, 0.0], [0.0, 0.2, 0.0], [0.1, 0.2, 0.1], [-0.1, -0.1, 0.1], [0.1, 0.2, 0.1], [0.1, -0.2, 0.1], [0.1, 0.1, 0.3], [-0.2, -0.2, 0.0], [0.1, 0.2, -0.2], [0.1, 0.0, 0.1], [-0.2, -0.2, -0.1], [0.1, 0.1, 0.2], [-0.1, -0.1, -0.2], [0.2, 0.2, 0.1], [0.1, -0.2, -0.2], [0.1, 0.2, -0.7], [-0.1, -0.2, 0.0], [-0.1, 0.2, -0.1]], "e_homo_ev": -8.48, "smiles": "O=C1C(=O)C(Cl)=C(Cl)C(Cl)=C1Cl.C1CN[C@H](CN2CCCC2)C1", "e_above_lowest_kj_mol": 0.0, "lumo_energy_ev": -2.4, "max_force_ev_per_a": 2.9}

=====

{"formula": "C15H18ClF3N6O6PRh", "method": "ωB97M-V with the def2-TZVPD basis set", "symbols": ["Rh", "C", "N", "C", "C", "N", "C", "P", "C", "N", "C", "C", "N", "C", "C", "N", "C", "C", "N", "C", "H", "H", "H", "H", "H", "H", "H", "H", "H", "H", "H", "H", "H", "H", "H", "O", "Cl", "O", "O", "O", "C", "H", "H", "H", "F", "C", "F", "F", "C", "O", "O"], "xyz": [[0.23097, -0.85074, -0.29178], [1.13803, 4.45479, 0.54415], [0.64665, 3.25461, -0.12386], [-0.26835, 3.22719, -1.13274], [-0.51592, 1.91335, -1.40832], [0.23420, 1.14933, -0.56354], [0.91208, 1.98198, 0.22105], [1.90452, 1.47866, 1.65683], [0.68239, 0.33933, 2.36978], [0.00003, -0.55304, 1.66594], [-0.89207, -1.15565, 2.50198], [-0.72711, -0.61894, 3.74375], [0.27061, 0.30824, 3.65084], [0.67492, 1.22832, 4.70868], [2.91184, 0.21747, 0.79764], [2.44806, -0.73222, 0.00537], [3.52021, -1.45491, -0.42627], [4.65622, -0.93031, 0.11786], [4.26230, 0.12778, 0.89046], [5.14339, 0.99433, 1.65891], [0.65514, 5.31249, 0.08768], [2.21756, 4.53616, 0.42513], [0.86472, 4.43418, 1.59752], [-0.67744, 4.13015, -1.54786], [-1.17045, 1.48000, -2.14224], [-1.56357, -1.92209, 2.16043], [-1.23720, -0.80805, 4.67110], [0.15546, 0.94083, 5.61871], [0.38319, 2.24359, 4.44324], [1.74817, 1.15838, 4.87579], [3.41424, -2.29152, -1.09573], [5.69037, -1.21148, 0.02462], [6.15912, 0.62147, 1.56247], [4.86281, 0.98835, 2.70997], [5.10224, 2.01446, 1.28229], [-0.69545, 3.94086, 3.40578], [-1.70612, 3.41260, 2.50100], [-1.92556, 4.36400, 1.43978], [-2.91688, 3.14645, 3.21029], [-1.18620, 2.18322, 1.91772], [-1.77558, -0.85144, -0.50456], [-2.21961, -0.08715, 0.13430], [-2.17804, -1.83456, -0.25307], [-2.01197, -0.63956, -1.55004], [0.77961, -4.42716, -3.32246], [0.82787, -4.40433, -1.99392], [2.07579, -4.74383, -1.61763], [-0.01028, -5.32668, -1.52024], [0.50286, -3.00937, -1.43295], [0.57417, -2.00825, -2.17415], [0.24086, -2.92068, -0.20449]], "forces_ev_per_a": [[0.2, -0.4, 0.3], [0.0, 0.0, 0.0], [-0.1, 0.0, 0.1], [0.0, -0.1, -0.1], [0.1, 0.1, 0.0], [0.0, 0.2, 0.2], [0.1, -0.2, -0.1], [-0.1, 0.1, 0.0], [0.0, -0.1, 0.0], [-0.1, 0.3, -0.2], [0.1, 0.0, 0.1], [0.0, 0.0, 0.0], [0.0, 0.1, 0.0], [0.0, 0.0, 0.0], [0.0, 0.0, 0.1], [-0.1, 0.0, 0.0], [0.0, 0.0, 0.0], [0.0, 0.0, 0.0], [0.0, 0.0, 0.0], [0.0, 0.0, 0.0], [0.0, 0.0, 0.0], [0.0, 0.0, 0.0], [0.0, 0.0, 0.0], [0.0, 0.0, 0.0], [0.0, 0.0, 0.0], [0.0, 0.0, 0.0], [0.0, 0.0, 0.0], [0.0, 0.0, 0.0], [0.0, 0.0, 0.0], [0.0, 0.0, 0.0], [0.0, 0.0, 0.0], [0.0, 0.0, 0.0], [0.0, 0.0, 0.0], [0.0, 0.0, 0.0], [0.0, 0.0, 0.0], [0.0, -0.1, 0.0], [0.1, 0.3, -0.2], [0.0, 0.0, 0.0], [0.0, -0.1, 0.1], [-0.2, -0.1, 0.1], [0.0, 0.0, -0.1], [0.0, 0.0, 0.0], [0.0, 0.0, 0.0], [0.0, 0.0, 0.0], [0.0, 0.0, 0.0], [0.0, 0.0, 0.0], [0.0, 0.0, 0.0], [0.0, 0.0, 0.0], [0.0, 0.1, -0.1], [-0.1, 0.2, 0.1], [0.1, -0.1, -0.1]], "e_homo_ev": -9.17, "e_above_lowest_kj_mol": 0.0, "lumo_energy_ev": -0.1, "max_force_ev_per_a": 0.5}